1.
Molecular formula: C2F2O
Method: DFT, wB97M-V/def2-TZVPD

Orbital gap (alpha / beta)   8.78 / 8.78 eV
E   -9552.6307 eV

Cartesian coordinates (Å):
C (0.44344, 0.25736, 0.01917)
C (-0.34147, -0.86484, 0.55678)
O (1.58784, 0.47217, -0.18351)
F (-1.29594, -1.19424, -0.23672)
F (-0.39387, 1.32955, -0.15571)

Forces on atoms 1 to 3 (eV/Å):
C 0.8 2.7 -1.6
C -0.2 -1.1 1.3
O -0.1 -1.4 0.5


2.
Molecular formula: C8H18Si2
Method: DFT, wB97M-V/def2-TZVPD

Orbital gap   10.11 eV
E   -24342.1319 eV
SMILES string   C=C[Si](C)(C)[Si](C)(C)C=C

Cartesian coordinates (Å):
C (1.56246, -1.45840, 2.37715)
C (0.68701, -0.49904, 2.18507)
Si (0.66498, 0.52075, 0.63664)
C (-0.09141, 2.19126, 1.07407)
C (2.43815, 0.96547, 0.32917)
Si (-0.59904, -0.30571, -1.12977)
C (0.09275, -1.79253, -2.11154)
C (-1.05453, 0.95992, -2.41921)
C (-2.26528, -0.67950, -0.47865)
C (-2.36349, -1.04629, 0.76222)
H (1.44585, -2.10645, 3.24384)
H (2.36415, -1.68422, 1.65134)
H (-0.04906, -0.29096, 2.88196)
H (-0.53119, 2.26146, 2.05766)
H (0.62673, 3.01301, 1.04676)
H (-0.86012, 2.45839, 0.39037)
H (2.50667, 1.39986, -0.65689)
H (2.79312, 1.73276, 1.00737)
H (3.14242, 0.13462, 0.49707)
H (-0.73337, -2.47284, -2.26089)
H (0.48075, -1.53642, -3.09939)
H (0.89447, -2.21216, -1.47137)
H (-1.88389, 1.53188, -2.03918)
H (-1.27756, 0.53732, -3.39137)
H (-0.12596, 1.50660, -2.45617)
H (-3.10246, -0.64791, -1.13573)
H (-1.45740, -1.14972, 1.34903)
H (-3.30476, -1.33115, 1.16042)

Forces on atoms 1 to 3 (eV/Å):
C 0.5 -1.1 0.2
C 0.7 0.2 -1.8
Si 0.3 1.2 0.7


3.
Molecular formula: C7H28ClN14O11
Method: DFT, wB97M-V/def2-TZVPD

Orbital gap   8.75 eV
Total charge   -1
E   -63617.7177 eV

Cartesian coordinates (Å):
Cl (37.11484, 11.39719, 18.79227)
O (36.09130, 11.59045, 19.76844)
O (38.39075, 11.06266, 19.45039)
O (36.66585, 10.23973, 18.01183)
O (37.24691, 12.55093, 17.95719)
C (35.26254, 8.07942, 22.03779)
O (34.72080, 7.11325, 21.50871)
N (36.17359, 8.90330, 21.45701)
N (34.94885, 8.54926, 23.27993)
H (36.48434, 9.64637, 22.05689)
H (36.47815, 8.95376, 20.50455)
H (35.51345, 9.28946, 23.71351)
H (34.25854, 8.11663, 23.86297)
C (40.07801, 11.48460, 15.38217)
O (39.43217, 11.60928, 14.34129)
N (41.37643, 11.87450, 15.45983)
N (39.67308, 10.67064, 16.40017)
H (41.97052, 11.63127, 16.22867)
H (41.68745, 12.50866, 14.74711)
H (38.75801, 10.26443, 16.37719)
H (40.37946, 10.52004, 17.09385)
C (39.19210, 14.06043, 19.43632)
O (38.64515, 14.14752, 20.54265)
N (39.88993, 15.08367, 18.84494)
N (39.29578, 12.88512, 18.77160)
H (40.23055, 14.91689, 17.91982)
H (39.89020, 16.00865, 19.23160)
H (38.59596, 12.11903, 19.16924)
H (39.75798, 12.83372, 17.88703)
C (35.36153, 10.42890, 14.34832)
O (34.41068, 10.71551, 13.63261)
N (35.42960, 9.33520, 15.15972)
N (36.43097, 11.27451, 14.49537)
H (36.05837, 9.39989, 15.94132)
H (34.79754, 8.56371, 15.08697)
H (37.08738, 11.12336, 15.23334)
H (36.37805, 12.16158, 14.03402)
C (37.05866, 11.66599, 23.27473)
O (36.59261, 10.61554, 23.74994)
N (37.65270, 11.77278, 22.07600)
N (36.91290, 12.85340, 23.92607)
H (38.14520, 12.61780, 21.81668)
H (37.76089, 10.99643, 21.44866)
H (36.63540, 13.64651, 23.37598)
H (36.51470, 12.82477, 24.84802)
C (32.38433, 10.54604, 18.21671)
O (31.20823, 10.63114, 18.53900)
N (33.02717, 9.43552, 17.75899)
N (33.25003, 11.60611, 18.41581)
H (33.99788, 9.23498, 17.91314)
H (32.38505, 8.66853, 17.62750)
H (34.10922, 11.55546, 17.89576)
H (33.18517, 12.07226, 19.33865)
C (33.89332, 14.12314, 20.91101)
O (32.90152, 14.55549, 21.50689)
N (33.75150, 13.39480, 19.77323)
N (35.13157, 14.26491, 21.44833)
H (32.88933, 13.46064, 19.26977)
H (34.55912, 12.88303, 19.45568)
H (35.92160, 13.73263, 21.11853)
H (35.11350, 14.73699, 22.33237)

Forces on atoms 1 to 3 (eV/Å):
Cl -5.8 -2.8 -2.6
O 0.3 0.7 0.8
O -2.8 -5.2 1.4


4.
Molecular formula: C4H6S
Method: DFT, wB97M-V/def2-TZVPD

Orbital gap   7.87 eV
E   -15075.9965 eV

Cartesian coordinates (Å):
C (2.83742, -0.42505, 0.01532)
C (1.66089, 0.39824, -0.04761)
C (0.37976, -0.07472, -0.13260)
C (-0.84833, 0.71294, 0.14566)
H (2.96005, -0.46945, 1.29497)
H (2.50312, -1.47673, -0.27849)
H (3.66928, 0.34315, -0.39053)
H (2.07243, 1.65833, -0.56909)
H (0.20335, -1.24510, 0.11272)
H (-0.82230, 1.72135, 0.43898)
S (-2.17277, -0.26250, -0.03082)

Forces on atoms 1 to 3 (eV/Å):
C 1.4 0.7 3.5
C -1.4 3.8 -3.5
C 1.0 -0.3 2.7